No. 1
Formula: C2H5NO2P
Source: the OMol25 dataset
Level of theory: ωB97M-V/def2-TZVPD

Output
Charge = -1
Energy relative to the best compared isomer or geometry (same formula, charge and spin) = 18.5 kcal/mol
LUMO = 0.158 Ha

Cartesian coordinates (Å):
C1 -1.15218 1.51963 0.51377
C2 -1.04938 0.33248 -0.10621
P1 0.63361 -1.09048 0.42753
N1 1.42708 -1.13698 -1.09563
O1 -0.04282 -2.39713 0.74347
O2 1.57954 -0.42440 1.38729
H1 -1.97739 2.19966 0.29552
H2 -0.19923 2.00838 1.01930
H3 -2.02612 0.16836 -0.52923
H4 2.08694 -0.40061 -1.00832
H5 0.71995 -0.77891 -1.64750

Mulliken population analysis, charges in e, atoms 1 to 4: atom 1 (C): -0.68, atom 2 (C): -0.43, atom 3 (P): 0.94, atom 4 (N): -0.71

***

No. 2
Formula: C2H5NO2P
Source: the OMol25 dataset
Level of theory: ωB97M-V/def2-TZVPD

Output
Charge = -1
Energy relative to the best compared isomer or geometry (same formula, charge and spin) = 139.2 kcal/mol
LUMO = 0.136 Ha

Cartesian coordinates (Å):
C1 2.46422 1.21991 0.28835
C2 2.00981 0.05777 -0.20179
N1 -2.58161 -0.25435 -0.24478
O1 -2.55202 0.28314 0.89328
O2 -2.61770 0.37326 -1.33533
P1 -2.73508 -1.87778 -0.35225
H1 3.57300 1.37123 0.37318
H2 1.68720 1.82960 0.51089
H3 0.91103 -0.01178 -0.33020
H4 2.48211 -0.83665 -0.58320
H5 -2.64097 -2.15433 0.98187

Mulliken population analysis, charges in e, atoms 1 to 4: atom 1 (C): -0.48, atom 2 (C): -0.47, atom 3 (N): 0.79, atom 4 (O): -0.65

***

> What is the LUMO in the second record?

0.136 Ha